Entry from the OMol25 dataset: a 14-piece molecular cluster, C51H127N3O14 overall (ωB97M-V/def2-TZVPD).

Element x y z (Å)
C -1.137598 0.760874 7.679376
C -0.433796 -0.552772 8.021166
C -1.172256 -1.802933 7.414672
C -0.963034 -1.971285 5.889058
C 0.606992 -1.980344 5.764064
C 1.328431 -0.743233 6.160053
N 0.999822 -0.512205 7.603292
O 1.836344 0.487843 8.196353
C 2.832851 -1.106202 6.070023
C 0.956143 0.455194 5.176894
C -0.426596 -0.789620 9.497880
H -0.575727 1.614884 8.057599
H -2.191425 0.838097 7.946960
H -1.125547 0.900055 6.598365
H -0.805669 -2.632542 8.019227
H -2.226989 -1.770698 7.687794
H -1.291254 -1.212370 5.178837
H -1.304627 -2.940803 5.526495
H 0.805538 -2.047254 4.694386
H 0.992140 -2.915843 6.169777
H 3.168448 -1.732196 6.896825
H 3.031312 -1.723399 5.193804
H 3.458395 -0.222282 6.194470
H -0.019655 0.328749 4.707906
H 0.865743 1.445807 5.622546
H 1.630737 0.574882 4.329128
H 0.163521 -1.640237 9.838929
H -1.394902 -0.977249 9.961885
H 0.032148 0.055319 10.011426
H 2.494160 -0.079392 8.605159
C 1.349223 -1.105132 -2.507434
C 0.545038 -0.041033 -1.783452
C -0.843169 -0.104147 -2.397441
C -1.843834 0.709930 -1.576098
C -1.920525 0.115885 -0.179536
C -0.522289 0.069602 0.554150
N 0.484581 -0.460146 -0.404615
O 1.761772 -0.676741 0.208719
C -0.101106 1.477891 1.116512
C -0.585779 -0.920440 1.791460
C 1.083088 1.350381 -2.094590
H 0.879039 -2.088505 -2.506270
H 2.389352 -1.252510 -2.216720
H 1.529963 -0.859689 -3.553953
H -0.791219 0.433821 -3.344002
H -1.240599 -1.085823 -2.655256
H -2.842255 0.650584 -2.009389
H -1.630765 1.774856 -1.483255
H -2.283553 -0.911878 -0.175557
H -2.504673 0.736915 0.499575
H -0.509647 2.257670 0.473760
H -0.370353 1.647784 2.158987
H 0.967243 1.693853 1.125500
H 0.394897 -1.076865 2.240790
H -1.320628 -0.625841 2.540669
H -0.945092 -1.911859 1.515629
H 1.251917 1.563363 -3.150169
H 2.068081 1.467992 -1.642865
H 0.480794 2.150448 -1.664207
H 1.890178 -1.628003 0.223264
C -7.022041 3.804746 0.764051
C -5.784552 3.004020 0.277202
C -4.989711 3.752841 -0.824298
C -4.134869 4.900443 -0.233506
C -3.219994 4.337119 0.842469
C -3.950854 3.628295 1.993659
N -4.857262 2.653343 1.380733
O -5.426803 1.840177 2.345945
C -2.868338 2.916170 2.852140
C -4.652223 4.651617 2.903429
C -6.167273 1.667125 -0.372300
H -7.821104 3.758657 0.024130
H -6.768462 4.853691 0.917368
H -7.389721 3.586929 1.766783
H -4.391265 3.150196 -1.507504
H -5.641221 4.167588 -1.593463
H -4.866867 5.624917 0.123457
H -3.491844 5.336763 -0.997874
H -2.709335 5.194888 1.280154
H -2.419249 3.732414 0.416763
H -2.702243 1.974191 2.329468
H -1.919013 3.423658 3.023408
H -3.347907 2.612794 3.782774
H -3.978354 5.415840 3.290668
H -5.455941 5.231353 2.449514
H -5.135372 4.132127 3.730955
H -5.374363 1.220673 -0.972358
H -6.952078 1.693892 -1.128261
H -6.559515 0.938783 0.337465
H -5.023410 0.978541 2.217645
O 1.889413 -3.511942 0.058166
H 2.808421 -3.749584 0.181424
H 1.429242 -3.955210 0.770899
O 0.376414 -4.572736 1.944958
H -0.555639 -4.741821 1.807433
H 0.775415 -5.442104 1.980058
O -0.645324 -3.253492 -0.847637
H 0.158623 -3.436204 -0.361307
H -0.717967 -2.299071 -0.841331
C 1.472823 3.419700 -6.555590
C 1.338463 2.132487 -7.416298
C 2.388378 1.046252 -7.050072
O 0.118729 1.480498 -7.065961
H 0.778133 4.219414 -6.812381
H 2.457541 3.886245 -6.583535
H 1.351362 3.076965 -5.528031
H 1.354256 2.397754 -8.473402
H 3.378119 1.175351 -7.488080
H 2.092317 0.057049 -7.399236
H 2.406724 0.930819 -5.966358
H -0.467792 1.554588 -7.822336
C 0.326770 5.166231 -2.332287
C 1.846979 5.390872 -2.317129
C 2.412026 5.750453 -3.712388
O 2.260605 6.445090 -1.486993
H -0.174248 5.976601 -2.861798
H -0.038152 4.977555 -1.322660
H 0.094439 4.222105 -2.824979
H 2.400405 4.475805 -2.106276
H 2.008198 5.044124 -4.437728
H 3.501661 5.740964 -3.686014
H 2.067393 6.732503 -4.036264
H 3.184958 6.601197 -1.693891
C 4.484512 -4.030001 -1.599737
C 5.285692 -4.496006 -0.380238
C 6.758285 -3.986736 -0.328482
O 4.631616 -4.147920 0.806664
H 3.996672 -3.063444 -1.473756
H 3.647421 -4.694362 -1.814195
H 5.166801 -4.015945 -2.449667
H 5.492857 -5.560515 -0.489828
H 7.155080 -4.062538 -1.340863
H 7.336457 -4.528592 0.419992
H 6.813083 -2.936206 -0.043017
H 5.236513 -4.427048 1.497878
C -0.263587 -6.518729 -3.787323
C 0.600412 -5.315594 -3.436407
C 1.615823 -5.025152 -4.516754
O -0.248655 -4.274075 -3.283600
H -0.815050 -6.813702 -2.894592
H 0.362411 -7.378017 -4.027836
H -0.875271 -6.222479 -4.639493
H 1.109546 -5.467587 -2.484686
H 1.313105 -4.544610 -5.447091
H 2.083158 -6.003961 -4.624639
H 2.383014 -4.395244 -4.066480
H -0.018438 -3.785251 -2.490090
C -4.593347 -3.382597 3.051069
C -4.844002 -2.296970 1.978971
C -4.537851 -2.730849 0.602942
O -6.205967 -1.925726 2.042103
H -3.569289 -3.721045 2.893425
H -5.287858 -4.219781 2.981148
H -4.521015 -3.002479 4.070072
H -4.244204 -1.388342 2.031171
H -5.061468 -3.634108 0.289808
H -3.464578 -2.917683 0.567299
H -4.773126 -1.937674 -0.106730
H -6.392129 -1.557998 2.909115
C 6.620156 0.133073 1.376093
C 5.168932 -0.259296 1.312416
C 4.543185 -0.331556 2.665076
O 4.457666 0.757660 0.544416
H 7.202524 -0.024105 0.468214
H 6.976326 -0.618248 2.080908
H 6.705454 1.131202 1.805686
H 5.070528 -1.196831 0.765195
H 3.540868 -0.759875 2.666431
H 4.517377 0.507480 3.360387
H 5.135397 -0.954865 3.335058
H 3.641112 0.382646 0.206471
C 4.776048 1.277556 -4.191017
C 4.834404 0.898375 -2.689660
C 6.012968 -0.052789 -2.471001
O 5.102363 2.043537 -1.878418
H 4.738329 0.403340 -4.840954
H 5.775602 1.671131 -4.375655
H 3.940802 1.947463 -4.395191
H 3.910243 0.397446 -2.401385
H 6.043565 -0.953279 -3.084423
H 6.229402 -0.331189 -1.439617
H 6.882968 0.551729 -2.727430
H 5.069550 1.741448 -0.967768
C -2.805415 -0.154902 -5.561008
C -4.285261 -0.534266 -5.516111
C -4.862994 -0.183372 -4.115476
O -5.097189 0.253911 -6.337761
H -2.401618 -0.184512 -6.573026
H -2.293772 -0.742062 -4.798398
H -2.705391 0.907246 -5.337524
H -4.337713 -1.602399 -5.726909
H -4.244165 -0.613535 -3.328004
H -5.850445 -0.634227 -4.016624
H -4.981038 0.887706 -3.951294
H -4.798217 0.063867 -7.229999

Atomic forces in eV per Å
0.0746 0.2648 -0.8784
-0.0993 0.1519 -0.1606
-0.0271 1.0228 -0.5589
2.4250 -0.4305 1.0917
-1.8231 -1.0094 -2.0225
0.4208 1.2754 1.1472
0.0387 -1.5311 -1.2384
-1.0626 -0.1329 -0.3859
-0.0554 0.3928 0.6669
-0.1002 -0.2280 0.1246
0.3499 0.2739 1.8073
-0.0879 -0.0434 0.3441
0.0798 -0.2083 0.4623
-0.0521 -0.1011 -0.1051
0.3288 -0.4581 -0.6604
-0.1363 0.4895 0.0183
-0.6477 0.2316 0.6350
-0.2285 0.0183 0.0858
0.1123 -0.2631 -0.3271
0.2190 0.2554 0.5157
-0.5263 -0.2410 0.3060
0.1403 0.5841 -0.3547
0.0722 0.0836 -0.7178
-0.1212 -0.3684 0.0740
0.4375 -0.1720 0.5249
0.3773 -0.3083 0.1071
0.2551 -0.2475 -0.5760
-0.3505 0.3445 -0.3688
-0.1731 0.2036 0.0541
0.1521 0.1676 0.2583
1.1766 -0.4704 -1.1522
0.3326 -0.5971 -1.1867
-0.9975 1.6821 -0.3202
-0.6095 -0.8384 0.7538
1.5592 0.2483 1.2781
0.9281 0.0828 0.9049
-0.9117 -1.1026 1.1984
-0.3244 1.6311 -0.2773
0.0651 -0.0581 -0.4696
-0.2759 -0.0165 -1.0008
1.1013 0.5734 0.9310
-0.0703 0.2527 0.1774
-0.0425 0.1738 0.8293
-0.6140 0.2908 -0.3058
0.2921 -0.2693 -0.3174
0.1762 -0.2902 0.4594
-0.0287 0.0249 -0.1957
0.3444 0.0129 -0.2806
-0.3226 0.0089 -0.1648
-0.5581 -0.1211 -0.1315
-0.2951 0.1877 0.2009
-0.5391 -0.1119 -0.1496
0.2686 -0.6394 -0.3052
-0.0506 0.3520 0.0878
0.1579 0.6059 0.0801
0.1009 -0.1547 -0.5120
-0.3530 -0.3092 -0.1487
0.1734 0.0272 0.1790
-0.1505 -0.0763 -0.0890
-0.2757 -0.7485 -0.1667
0.3985 0.5945 -0.1115
0.1501 -0.6713 -0.2844
0.3207 1.2762 -0.1200
-0.4305 -1.3712 -0.5142
-0.2592 1.0914 0.5018
0.5726 1.0392 -0.1754
1.6791 0.1314 -1.0345
-0.9412 -0.1098 0.8107
-1.4495 -1.1197 -0.4164
-0.6191 0.2336 0.0811
-0.8560 -0.7170 -0.2589
-0.0753 -0.0641 0.1353
0.1446 0.1918 -0.5469
-0.0127 -0.9336 -0.1757
0.4278 -0.8026 0.7788
-0.7688 0.2534 0.3914
0.4636 0.3677 0.2930
-0.2855 0.2506 -0.1420
0.2337 0.0302 0.2335
-0.2327 -0.3935 -0.1527
0.5210 -0.0514 -0.0357
-0.3198 0.3007 -0.1513
0.2982 0.1929 0.2948
0.3308 -0.2802 0.1596
0.0683 -0.1585 -0.4207
0.1725 -0.0453 0.1677
0.5599 0.0079 0.5638
-0.3646 0.8169 0.0578
0.2677 -0.0202 0.2005
0.0182 -0.1641 -0.1162
0.4347 0.4964 -0.6295
0.5607 -0.0971 0.1385
-0.3985 -0.1667 0.8129
0.1088 -0.0254 0.3035
-0.4126 0.0959 -0.1677
0.1027 -0.3984 0.1860
-0.8221 -0.6421 0.0151
0.2568 0.2104 -0.0934
0.2549 0.5971 0.1523
0.4687 -0.7669 -0.1308
0.8370 -0.2798 0.9452
-0.0823 0.1991 -0.4438
-0.7027 0.3874 -0.3970
-0.3365 -0.3254 0.0375
0.2484 -0.2544 -0.3032
-0.3321 0.2636 0.1442
0.0562 -0.1913 -0.1320
0.1487 0.5022 0.3775
-0.4557 0.1542 -0.2871
0.3213 0.2776 0.0458
-0.2335 -0.0393 0.1346
0.9199 -0.3013 0.3287
0.6912 0.0402 -2.0979
-1.1579 -0.3067 -0.0825
-0.5422 0.2234 1.1427
-0.1670 0.0423 0.3378
-0.1432 0.6179 0.1496
0.2111 0.0555 -0.4452
-0.3282 -0.3837 0.7511
0.4358 -0.1456 -0.1726
0.0069 -0.1444 -0.1602
0.0066 0.1706 0.1605
0.0622 0.1026 0.1419
0.0959 -0.1886 0.3291
1.8529 0.3750 -1.1824
-1.0272 0.7779 -0.3609
-0.4505 -0.3083 0.4118
0.4828 0.3329 0.0833
0.1513 -0.2964 -0.0405
-0.2678 0.1033 -0.1282
-0.8549 -0.5236 0.2245
0.4489 -0.2531 0.2262
0.0889 -0.2751 -0.2467
-0.1537 0.1990 -0.0617
-0.2657 0.1209 0.5020
0.8229 -0.2827 0.4536
0.0270 -0.9927 -0.8457
1.3452 -0.5695 0.9788
-1.5632 2.0738 -0.0034
-0.5290 0.1758 -0.2769
-0.0199 -0.0698 -0.3134
-0.2581 -0.3017 0.1713
0.4423 -0.4462 0.0885
-0.4973 -0.4145 0.1348
0.4223 0.0913 -0.8958
0.1462 0.2908 -0.1468
-0.5417 0.1687 0.3366
1.4643 0.7927 -0.4381
-0.8052 -0.2397 0.9775
0.2594 -0.7219 -1.0228
-0.7063 0.3739 -0.2958
0.0916 -0.5135 -0.1392
-0.0154 0.2082 -0.1193
-0.6077 0.2304 0.0545
0.4361 0.1252 1.0828
-0.0677 -0.0714 0.0808
0.0872 -0.1180 -0.2957
-0.0100 0.0230 -0.0083
-0.0382 0.0022 0.0999
-0.0877 -0.8501 0.6748
-0.7776 1.6957 -1.1811
-0.1302 -1.1553 1.8833
0.7129 -0.1066 -0.0299
-0.2882 0.4248 -0.1149
0.7107 0.2726 0.2654
0.2671 -0.0307 -0.1701
-0.0823 -0.3117 0.2036
-0.0830 0.0485 -0.2511
-0.0699 1.0261 -0.9973
0.1456 -0.8662 -0.2670
-0.5557 -0.2049 0.0911
0.5798 -0.2498 1.2617
0.5971 -0.7590 -0.1782
0.7545 0.2190 -0.1960
-0.5458 0.2078 -1.2222
-0.4260 -0.1964 0.2270
-0.2413 0.7690 -0.3467
0.3329 0.1804 -0.1441
-0.2692 0.1539 0.1653
-0.3002 -0.0251 -0.1019
-0.6376 -0.0511 0.1466
0.2626 -0.0754 -0.2650
-0.1182 -0.1785 0.5806
-0.7247 0.8345 -0.1829
0.3446 1.0722 2.2853
0.1557 -1.2681 -0.1572
0.0375 -0.1551 -1.3175
0.2921 -0.7874 0.0281
0.4100 -0.0443 -0.4811
-0.0402 0.1129 0.4717
-0.4952 -0.1738 -0.0313
0.0596 0.0521 0.1081
-0.0858 0.0355 -0.0073
0.2895 0.0275 -0.2941
-0.2590 0.2676 -0.4207

## Properties
* DFT total energy: -3236.74384 hartree
* LUMO energy: -0.164 eV
* orbital gap: 7.99 eV
* energy above the lowest of the compared OMol25 structures with the same formula, charge and spin: 0.0 kcal/mol